1.
The following is a DFT calculation (ωB97M-V/def2-TZVPD) of a 21-piece molecular cluster, H43O21 overall in a non-equilibrium geometry.

strongest force on any atom = 11.1 eV Å⁻¹
charge = +1
E_tot = -1605.370856 hartree
HOMO-LUMO gap = 0.39489 hartree
multiplicity = 1
ΔE to the lowest compared entry with this formula, charge and spin = 814.60 kJ/mol

Last column: Mulliken charge in e.
Element x y z (Å)
O -2.6256 -1.6706 1.9254  -0.527
H -1.5847 -3.3847 1.2541  0.289
H -3.3407 -2.1955 2.1795  0.225
O -2.6700 0.9736 2.3512  -0.593
H -2.7639 1.8774 1.7469  0.274
H -2.5413 -0.7202 2.2096  0.257
O -2.0301 -1.7551 -1.1554  -0.327
H -2.2205 -2.5492 -1.6392  0.406
H -1.3549 -1.2557 -1.4269  0.289
O 1.9413 -0.2644 1.2300  -0.180
H 0.7069 -0.7480 -0.3579  0.103
H 4.7544 -0.6579 0.4614  0.297
O 0.8138 -3.0185 2.5971  -0.633
H 1.7532 -3.0903 2.3146  0.322
H 0.4011 -2.2802 2.0678  0.261
O 0.3859 -1.6006 -0.8183  -0.225
H 1.6825 0.6370 0.9349  0.072
H 0.9784 -1.4496 -1.6175  0.067
O -0.5879 2.7204 3.7162  -0.560
H 0.3034 2.3382 3.7366  0.288
H -1.0713 2.6553 4.5012  0.294
O 2.9251 -0.2043 -2.1288  -0.528
H 3.7385 0.3899 -1.8293  0.287
H 2.8674 -1.0910 -1.7043  0.278
O -3.1936 3.4599 0.2802  -0.632
H -4.1865 3.7155 0.0602  0.324
H -2.7272 4.2760 0.7129  0.339
O 3.0072 -3.0066 -2.1958  -0.651
H 2.1525 -3.0063 -2.7464  0.340
H 3.0048 -3.6492 -1.4504  0.311
O -0.7999 0.9167 -0.3296  -0.166
H -0.3558 1.6284 -0.6874  0.052
H -1.0880 0.9552 0.5074  0.235
O 3.0658 3.3771 1.0657  -0.536
H 2.9664 3.7066 1.9493  0.298
H 2.7656 4.1524 0.6886  0.277
O -2.2128 2.0915 -4.7972  -0.610
H -2.4690 2.4594 -3.8805  0.315
H -1.2102 2.1176 -5.0418  0.296
O 0.3035 0.2576 -3.9516  -0.403
H -0.1368 0.6690 -4.7287  0.192
H -3.0252 -0.2245 -2.3194  0.320
O -1.5989 -3.0501 -3.3417  -0.688
H -2.1713 -3.7679 -3.5967  0.303
H 1.1335 0.3607 -3.9081  0.204
O -1.3020 -0.7617 4.8024  -0.586
H 2.8048 -0.5978 1.0931  0.176
O 3.2675 0.8632 3.9664  -0.613
H 2.9430 1.1647 2.9843  0.244
H 2.7479 0.1099 3.9179  0.340
O -3.8101 -0.4224 -2.9397  -0.555
H -3.9852 0.4116 -3.2114  0.263
H -3.2917 1.1131 3.0387  0.247
O 4.3776 0.1618 0.1782  -0.627
H -2.0406 -2.3977 -4.0306  0.356
H 4.6021 0.7687 0.9120  0.283
O 1.4627 3.0909 -1.5134  -0.622
H 2.0494 2.4089 -1.3352  0.347
H 1.2102 3.0201 -0.5368  0.188
O -1.1392 -3.0404 0.5033  -0.528
H -2.0336 -2.0922 -0.1144  0.665
H -0.1483 -3.1344 0.3046  0.281
H -0.7300 -0.2869 4.1540  0.250
H -0.6694 -1.4747 4.9884  0.332

Force components x, y, z for each atom (eV/Å):
2.3865 1.3244 -1.2100
0.7310 -0.7802 1.5148
-2.0083 -0.1942 1.2428
0.6422 3.3244 -3.3550
0.1803 -3.2446 2.0421
-1.0900 -1.1378 0.0147
-7.4046 -1.7412 3.5764
0.4504 -0.6094 -1.6592
5.1191 2.7209 -1.5072
-3.4593 0.5634 1.1637
-1.0025 -1.8254 -0.2018
0.8055 -0.9422 0.0115
0.2459 0.8577 -0.9067
-1.0558 0.2769 0.2611
0.9195 -0.9870 0.8473
3.1344 2.5107 -1.1327
1.4498 -1.0227 -0.0201
-1.2141 -0.6957 0.9212
1.3502 0.4313 -2.8683
-0.7192 0.1400 0.8402
-0.4521 -0.5171 2.0802
1.2574 1.8842 0.3802
-2.5653 -2.7442 -0.4859
1.2858 0.9054 -0.2604
-1.4038 2.3277 0.6447
3.2679 -0.4550 0.8978
-1.7421 -2.0399 -1.3049
-1.3319 0.0914 -0.3576
1.8854 -0.6965 1.5487
-0.6611 0.4385 -1.1769
0.2880 -3.6012 -4.0200
1.1232 2.6891 -0.7771
-1.4903 1.0056 4.7453
0.4515 -2.1636 1.0878
0.3437 -0.4877 1.5560
-0.8350 2.5463 -2.5852
1.2321 0.3174 0.7036
1.6804 -0.6793 -2.2640
-2.9916 0.6813 1.5500
-10.9888 -1.2347 -0.7580
1.1411 -0.6942 0.9758
-1.9188 -0.8005 -1.2880
-1.7346 2.1171 -2.4814
-0.0707 -1.3170 0.1892
9.9823 1.5690 0.0489
1.5749 0.2505 -0.9164
1.4081 0.8383 -0.9720
-0.1609 3.3463 -4.2672
1.5741 -0.4357 3.3772
-1.4952 -2.9542 0.7647
3.1182 -3.2557 3.0153
-1.3155 4.0744 -1.8971
-0.9228 0.2089 1.1881
0.0900 1.1429 0.7527
1.6657 -1.0279 2.1126
-0.0319 -0.1266 -0.5901
-2.3450 1.1039 2.7067
2.8062 -2.5679 -1.0952
-0.4504 1.4144 -1.5077
1.5354 -0.4148 -1.4823
1.6649 0.5873 -1.2078
-2.3167 -0.1083 0.9256
-1.0333 0.0347 0.4817
-0.5794 -0.2220 0.3876

***

2.
The following is a DFT calculation (ωB97M-V/def2-TZVPD) of H43O21 as an isolated structure in a non-equilibrium geometry.

strongest force on any atom = 2.8 eV Å⁻¹
charge = +1
E_tot = -1605.522425 hartree
HOMO-LUMO gap = 0.40688 hartree
multiplicity = 1
ΔE to the lowest compared entry with this formula, charge and spin = 416.66 kJ/mol

Last column: Mulliken charge in e.
Element x y z (Å)
O 2.8398 0.6610 -4.0948  -0.616
H -4.1162 -1.2142 0.8174  0.222
H 0.9959 2.2609 -2.9089  0.231
O -0.5168 -1.8608 4.2568  -0.606
H -1.1350 -1.1915 3.9650  0.324
H -0.8905 -1.9379 -4.4976  0.259
O -3.8201 -0.3129 0.9027  -0.550
H -3.8358 0.2542 1.6893  0.319
H 1.5678 2.8665 1.4908  0.258
O -1.1566 -3.7318 0.3251  -0.651
H -1.9887 4.8516 1.9351  0.266
H -2.1206 1.5958 2.6038  0.223
O -1.2661 0.1073 1.2760  0.094
H -2.0307 -0.1274 0.6516  0.427
H -0.6087 -0.7627 1.5591  0.409
O -1.9560 4.2099 1.2140  -0.594
H -0.0012 -3.9276 -2.7930  0.246
H -0.2631 4.6537 -1.2508  0.313
O 1.1597 -0.4569 -0.3599  0.124
H -0.6235 0.4498 0.6033  0.096
H -2.7403 4.4734 0.7129  0.302
O -0.9722 -1.5972 -3.5991  -0.551
H 3.2678 0.2113 -3.3730  0.274
H 2.3206 0.1585 4.3301  0.263
O 2.7997 -1.6178 -1.9936  -0.662
H -0.7138 2.6816 -0.3061  -0.007
H 3.2765 -4.4674 0.3443  0.294
O 1.7169 2.3220 0.7195  -0.499
H -0.3247 -4.0395 -0.1237  0.284
H -2.3643 -0.0781 -2.1780  0.403
O 0.1235 -3.5060 -1.9601  -0.625
H -0.1332 -2.5915 -2.1916  0.380
H 1.0501 0.3519 -0.8697  0.062
O 0.1609 -1.7499 1.7340  -0.433
H 0.1131 -2.6104 2.1689  0.330
H 1.3161 -1.1933 -0.9392  0.122
O -1.0943 1.8629 -0.6655  -0.436
H 2.9461 -2.5711 -1.9541  0.270
H -1.9902 2.1603 -0.3821  0.275
O 0.1614 4.5621 -0.4061  -0.570
H 1.0964 4.3538 -0.4876  0.279
H -1.9109 -1.6321 -3.3878  0.324
O 1.3572 2.0152 -2.0577  -0.514
H -1.6361 0.3167 -1.1918  0.265
H -0.8811 -2.7201 4.4753  0.303
O -3.8567 2.1998 -1.1385  -0.704
H 1.9557 0.3261 -4.2191  0.324
O 4.7047 -0.7772 1.3516  -0.619
H 4.5128 -1.4873 1.9713  0.308
H 2.3119 0.7681 2.9158  0.296
O -2.3842 -0.3304 -1.2313  -0.781
H 3.4474 -1.1998 -1.4201  0.304
H 4.5301 -1.1823 0.4976  0.285
O -3.0340 1.7555 2.3499  -0.598
H 2.6500 2.3190 0.4883  0.260
H 0.7849 -1.3617 2.3849  0.320
O 1.7752 0.2714 3.5448  -0.555
H -3.2501 2.6422 2.6517  0.283
H -1.3667 -3.6214 -0.6247  0.349
O 3.3117 -3.5408 0.0959  -0.612
H 2.3796 -3.2986 0.0158  0.319
H 2.1005 1.4274 -2.0678  0.210
H -4.0449 2.3652 -0.2125  0.324
H -3.7069 1.2419 -1.1568  0.362

Force components x, y, z for each atom (eV/Å):
0.4271 0.9808 -0.6329
-0.4404 -0.0674 1.0444
0.6677 -0.4872 -0.4091
1.3139 -0.0228 0.3669
-0.6613 -0.5038 0.2128
-0.0572 0.0903 -0.0200
0.7029 0.9239 -1.1976
-0.5972 -0.8718 0.4449
0.3164 0.2994 0.2387
1.2587 -0.6836 -1.9853
0.4135 -0.0118 0.0054
0.0605 0.1166 -0.1571
1.1658 -0.3694 -1.0754
-0.1737 -0.3262 1.3044
-1.3964 -0.6206 -0.2113
-0.9275 0.2870 0.3764
-0.0009 -0.8808 -0.9659
0.2940 0.1099 -0.7364
-0.6916 0.9543 1.3218
-0.0980 0.7781 0.2840
0.1522 -0.1256 -0.2275
0.0145 0.1489 -0.0948
-0.1292 -0.7663 0.1080
-0.0337 -0.0144 -0.0166
-0.0589 -0.0892 -0.6085
1.6581 0.1263 -0.3221
0.2250 -0.2283 0.0440
-0.2784 -0.4623 -0.1574
0.2883 -0.1851 1.9776
-1.1945 -0.9579 -0.2314
0.2928 0.9330 0.5430
0.1089 -0.1882 0.1158
-0.0197 0.1048 -0.4213
2.2038 -0.2724 0.9505
-1.2997 -0.1939 -0.3972
0.2057 -0.1719 -0.7549
-0.9459 1.3731 0.8994
0.3603 0.0635 0.0428
-0.1845 -0.9384 -0.7394
-0.0259 0.0047 1.0831
-0.1254 -0.1708 -0.6526
-0.0485 -0.1560 -0.0673
-1.0473 0.7030 1.4903
0.1777 -0.2480 1.3737
-0.8104 0.3530 0.0043
0.1801 0.0551 0.0416
-0.1690 -0.5325 0.2425
-0.1057 0.1388 -0.0139
0.0232 -0.0485 0.0391
0.0596 -0.0869 -0.0449
1.2786 0.9989 -2.2819
0.0641 -0.3046 0.1528
0.0661 -0.1335 0.0792
-0.3994 -0.0187 0.2795
0.0599 0.1973 0.3125
0.2125 0.6035 -0.3150
-0.1705 -0.0924 -0.2480
0.0612 0.0036 -0.0174
-1.8736 0.7182 0.4940
-0.3466 0.1543 -0.0782
0.0403 0.1051 0.0936
0.5102 -0.0057 -1.2325
-0.3899 -0.0316 0.2469
-0.1626 -0.0566 0.0999

***

3.
The following is a DFT calculation (ωB97M-V/def2-TZVPD) of H43O21 as an isolated structure in a non-equilibrium geometry.

strongest force on any atom = 9.1 eV Å⁻¹
charge = +2
E_tot = -1604.828425 hartree
HOMO-LUMO gap (alpha / beta) = 0.34820 / 0.08219 hartree
multiplicity = 2
ΔE to the lowest compared entry with this formula, charge and spin = 835.85 kJ/mol

Last column: Mulliken charge in e.
Element x y z (Å)
O -1.4637 -0.3074 0.6749  -0.542
H 1.4915 4.9662 -1.3940  0.261
H -1.3375 0.0903 1.4584  0.231
O 3.4901 0.7628 2.2818  -0.644
H 3.6025 1.6129 1.8042  0.406
H -1.8244 -1.1465 0.7360  0.302
O -5.3593 -0.4940 1.8831  -0.541
H -4.6494 -0.8952 1.4217  0.345
H 1.3857 -4.2513 -0.7552  0.332
O -3.1721 1.5294 -2.5873  -0.529
H 2.3568 -3.1352 -0.5311  0.325
H 0.1288 1.7678 1.0669  0.442
O 0.8221 0.2848 1.2151  -0.144
H 2.7841 2.2998 0.4647  0.293
H 1.5518 -0.2639 1.5312  0.121
O 2.0182 -3.7039 -1.2936  -0.630
H -3.1348 1.9649 -1.8384  0.283
H 1.9625 -0.4510 4.0424  0.290
O 0.3143 2.8964 3.9045  -0.598
H 0.5816 -0.2381 0.5467  0.008
H 0.8103 2.4177 3.3776  0.284
O -3.5185 -3.0022 0.5254  -0.411
H -4.2220 -2.8793 1.1973  0.332
H -4.2505 -2.8945 -0.0333  0.330
O 2.0582 2.1629 -2.7452  -0.551
H 2.8489 2.2882 -2.0335  0.316
H 2.2028 2.6385 -3.6156  0.298
O 2.8153 3.0571 1.1530  -0.687
H 0.2542 4.9492 -0.5832  0.263
H 2.8602 3.9496 0.8779  0.255
O -0.1900 1.0682 -1.2254  -0.205
H -0.5150 1.1340 -2.0567  0.157
H -0.1325 0.0348 -0.9599  0.367
O -1.6250 -1.5015 -4.0779  -0.592
H -1.5340 -1.5223 -5.0099  0.287
H -1.0857 -1.0022 -3.5750  0.422
O 4.3332 2.3253 -0.7256  -0.521
H -0.2908 2.0391 -0.3669  0.476
H 4.5653 1.8767 -1.5746  0.291
O 1.0661 -0.4885 3.5746  -0.562
H 0.7262 -1.3732 4.0654  0.283
H -0.0273 -1.9128 -1.2617  0.208
O 0.6162 -3.9421 2.6432  -0.551
H 1.1181 -3.8557 3.4718  0.281
H 3.5743 0.9568 3.2621  0.306
O 0.7014 -0.9970 -4.3077  -0.657
H -4.1889 1.3430 -2.8206  0.327
O -4.2296 -0.6142 -0.3520  -0.582
H -3.7373 -0.8705 -1.2249  0.362
H -3.5693 -0.1740 0.4064  0.486
O 0.5410 -1.3011 -0.8756  -0.552
H 1.2298 -1.3668 -1.6070  0.139
H 5.0591 2.6924 -0.4642  0.193
O 0.0480 2.6927 0.4997  -0.551
H 0.6047 2.9358 4.8357  0.303
H 1.0191 2.9336 0.5761  0.459
O -1.3074 -4.6518 0.5168  -0.440
H -1.9024 -4.9357 -0.2523  0.308
H -1.6220 -4.7665 1.3911  0.260
O 1.1558 4.5712 -0.6255  -0.518
H -5.6074 0.0843 1.1094  0.406
H -0.2535 -4.3007 2.9622  0.293
H 1.4671 -1.3560 -3.7163  0.316
H 0.5848 -1.7310 -4.9872  0.358

Force components x, y, z for each atom (eV/Å):
-1.5573 0.3446 -5.1960
1.0717 0.8110 -1.7742
0.8505 1.6694 4.8100
0.2385 0.0994 1.3901
0.1267 -0.4605 1.1622
-0.7605 -2.7495 0.8785
-1.0398 1.5457 -0.8932
1.0060 -1.2626 0.3701
0.7113 0.3181 -0.9799
-3.4495 -4.7872 -6.6516
-0.2174 -1.0383 -1.5620
0.1299 2.3791 -0.7100
2.2468 2.7040 3.2293
0.4752 2.9268 0.8156
0.4351 0.8862 1.2946
-0.4852 0.6801 2.5839
-0.0724 3.7144 5.9665
-1.6242 0.2555 -1.0389
-4.4104 4.1528 4.4318
-1.9012 -2.8238 -3.9755
4.3180 -3.8275 -3.3545
0.0242 0.8716 1.8321
1.0721 -0.4341 2.0288
-1.3763 -0.2252 -3.9244
2.2373 0.5677 1.1385
-2.8049 0.2828 -3.1062
0.4390 -0.6852 1.8865
-1.2436 -3.5938 0.5665
0.6182 -0.3107 0.2931
0.1260 1.1381 -1.4466
0.9314 -2.1072 3.9423
-1.4741 0.6239 -4.2360
-0.0038 2.5210 -0.9510
-5.1842 -3.7064 -0.1133
0.5516 0.6998 -0.9855
3.1750 2.8157 1.1558
-6.5121 -4.5423 -4.4468
1.4514 0.6935 -0.2515
0.0903 0.3387 1.0579
0.9037 -3.6373 3.4775
0.7774 3.0549 -1.8059
-2.2005 -2.3115 -0.4544
-1.2060 -0.2502 0.9436
-0.0336 -0.1653 -0.4162
0.0528 0.0037 -2.0113
2.7908 -2.0713 0.6230
3.4718 0.9626 0.8212
2.7692 0.4683 -0.0353
-0.5488 1.0304 2.1405
-1.0530 -1.2401 -3.4013
2.6864 0.7264 -1.4253
-0.4615 0.5121 1.5963
6.9775 3.7086 2.7385
-0.4129 -3.4980 2.3260
0.1258 -0.3729 -1.1071
-0.7284 0.3551 -0.6332
0.3191 0.4280 -3.4946
0.8231 0.1631 2.4173
-1.2247 -0.7383 0.8146
-1.4025 0.0849 1.1798
-0.6977 -0.3598 1.5182
1.3777 0.4265 -0.3558
-1.7515 0.9484 -1.9782
0.4364 1.2860 1.2848

***

- Which of these has the lowest strongest force on any atom?
  number 2

***

- Among the records above, which one has the highest ΔE to the lowest compared entry with this formula, charge and spin?
  number 3

***

- The highest strongest force on any atom belongs to which entry?
  number 1

***

- Among the records above, which one has the lowest E_tot?
  number 2